Record 1
{
  "formula": "C25H46O13",
  "method": "wB97M-V/def2-TZVPD",
  "elements": ["O", "C", "C", "C", "C", "O", "C", "C", "H", "H", "H", "H", "H", "H", "O", "C", "C", "C", "C", "O", "C", "C", "H", "H", "H", "H", "H", "H", "O", "C", "C", "C", "C", "O", "C", "C", "H", "H", "H", "H", "H", "H", "C", "O", "H", "H", "H", "H", "C", "O", "H", "H", "H", "H", "C", "O", "H", "H", "H", "H", "C", "O", "H", "H", "H", "H", "C", "O", "H", "H", "H", "H", "C", "O", "H", "H", "H", "H", "C", "O", "H", "H", "H", "H"],
  "xyz": [[1.8112, 7.1058, -1.0623], [1.8127, 5.7201, -1.1120], [1.9783, 5.0263, 0.1360], [1.9166, 3.6630, 0.1549], [1.7663, 2.8366, -0.9701], [1.8100, 1.4790, -0.9642], [1.6348, 3.5731, -2.1901], [1.5913, 4.9954, -2.2790], [1.1802, 7.4539, -0.4459], [2.0943, 5.5218, 1.1057], [2.1561, 3.3114, 1.2056], [1.7466, 1.2197, -0.1138], [1.4893, 2.9688, -2.9850], [1.3406, 5.5712, -3.3472], [-3.1650, 3.7166, 1.1198], [-3.0588, 3.2507, -0.1458], [-4.0589, 2.2646, -0.6558], [-3.9533, 1.6352, -1.9063], [-2.7888, 2.0200, -2.7082], [-2.5680, 1.2111, -3.7557], [-1.8122, 2.9356, -2.1941], [-2.0538, 3.5770, -1.0082], [-3.7474, 3.2650, 1.6519], [-4.7625, 1.9373, 0.0287], [-4.6092, 1.0432, -2.1771], [-3.2271, 0.5296, -3.8058], [-1.0044, 3.1687, -2.7245], [-1.3133, 4.3246, -0.5514], [0.6612, -3.1853, -0.4912], [0.4409, -1.9994, 0.0987], [1.0692, -1.6096, 1.2792], [0.7566, -0.4654, 1.8560], [-0.2233, 0.3416, 1.2860], [-0.3988, 1.6010, 1.8488], [-0.8432, 0.0288, 0.0194], [-0.5609, -1.1888, -0.5649], [-0.2103, -3.5791, -0.7322], [1.7063, -2.5527, 1.8917], [1.4787, -0.2768, 2.7701], [-1.0629, 2.2214, 1.4898], [-1.5994, 0.7423, -0.5654], [-1.0143, -1.3973, -1.7116], [-1.9925, -4.9079, -3.0945], [-1.7337, -3.9261, -1.9889], [-1.1895, -5.1173, -3.4575], [-2.6419, -4.5861, -3.8707], [-2.5332, -5.7038, -2.6391], [-2.5630, -3.4075, -1.9576], [1.9692, -5.4328, 4.7968], [1.6240, -4.2635, 4.0641], [1.3003, -5.8238, 5.5517], [2.7713, -4.9522, 5.5142], [2.2905, -6.0935, 4.1828], [2.3944, -3.8880, 3.7518], [2.3387, -5.6331, 0.9125], [1.2554, -5.7683, 1.7784], [2.0283, -5.8863, 0.0434], [3.2646, -6.4329, 1.1510], [2.6380, -4.5954, 1.0793], [1.1088, -4.9884, 2.5238], [0.0641, -1.0184, -4.5107], [1.1837, -0.7841, -5.3047], [0.3319, -1.2366, -3.6148], [-0.6320, -1.4933, -4.9810], [-0.3251, -0.0854, -4.5070], [1.5695, -0.1051, -5.1130], [-4.0915, -1.7595, -0.2526], [-4.3010, -3.0687, -0.8582], [-3.2916, -1.5645, 0.2941], [-5.0121, -1.2301, 0.2865], [-3.9999, -1.1578, -1.1184], [-4.9971, -3.5098, -0.4509], [-0.4971, 4.7449, 3.3810], [0.6276, 5.5934, 3.0150], [0.1954, 3.9140, 3.9510], [-1.0823, 4.4284, 2.5537], [-1.1495, 5.1542, 4.2646], [1.3662, 5.2165, 3.1882], [4.7545, -0.6768, 2.0858], [4.5930, -1.4286, 3.2851], [5.8547, -0.9869, 1.4635], [4.9523, 0.3119, 2.3258], [3.9347, -0.7921, 1.4182], [5.2165, -1.0649, 4.0824]],
  "mulliken_charge": [-0.594, 0.455, -0.555, 0.443, 0.277, -0.462, -0.738, -0.524, 0.331, 0.233, 0.122, 0.048, 0.797, 0.183, -0.461, 0.192, -0.597, -1.292, 0.279, -0.518, -0.754, 0.017, 0.292, 0.372, 1.142, 0.301, 0.833, 0.140, -0.542, 0.027, 0.087, 0.441, -0.339, -0.442, 0.873, 0.132, 0.378, -0.603, 0.221, 0.225, -0.667, 0.223, -0.958, -0.433, 0.431, 0.339, 0.306, 0.207, -0.665, -0.497, 0.247, 0.253, 0.328, 0.300, -0.357, -0.590, 0.276, 0.152, 0.110, 0.455, -0.859, -0.557, 0.245, 0.609, 0.374, 0.211, -0.336, -0.522, 0.203, 0.321, 0.119, 0.274, -0.121, -0.486, 0.176, -0.095, 0.244, 0.282, -0.442, -0.509, 0.206, 0.317, 0.151, 0.313],
  "smiles": "Oc1ccc(O)cc1.Oc1ccc(O)cc1.Oc1ccc(O)cc1.CO.CO.CO.CO.CO.CO.CO",
  "relative_energy_kj_mol": 423.8,
  "gap_ev": 7.992,
  "largest_force_ha_per_bohr": 0.2890,
  "e_tot_ha": -1957.72496,
  "charge": 0,
  "e_homo_ev": -7.8
}

Record 2
{
  "formula": "C20H30BrCl2FN2OP",
  "method": "wB97M-V/def2-TZVPD",
  "elements": ["C", "C", "O", "C", "P", "C", "C", "C", "C", "C", "C", "C", "C", "C", "N", "Cl", "C", "Cl", "C", "F", "C", "C", "C", "Br", "C", "C", "C", "N", "H", "H", "H", "H", "H", "H", "H", "H", "H", "H", "H", "H", "H", "H", "H", "H", "H", "H", "H", "H", "H", "H", "H", "H", "H", "H", "H", "H", "H", "H"],
  "xyz": [[2.2127, 0.4803, 2.9394], [1.2912, 1.5468, 2.0379], [0.2036, 0.9036, 1.2987], [0.6306, 0.1970, 0.0978], [2.4191, 0.2263, -0.5340], [2.9825, 1.9410, -1.1569], [2.7751, -1.0851, -1.8765], [0.2502, -1.3828, 0.4903], [0.9392, -2.4000, 1.5760], [2.3084, -3.2138, 1.1712], [3.1360, -4.2470, 2.1619], [2.5548, -4.5388, 3.6670], [1.1589, -3.7611, 4.1110], [0.3420, -2.7038, 3.1053], [-0.8398, -1.8632, -0.1924], [-1.3416, -3.4857, 0.1160], [-1.3879, -0.8127, -1.1764], [-0.6299, -1.4600, -2.7832], [-3.0228, -0.8053, -1.2927], [-3.7277, -0.0756, -0.2123], [-3.6178, -0.2731, -2.7246], [-4.4743, -1.4532, -3.5415], [-0.5643, 0.6000, -1.0013], [0.0383, 0.9174, -2.9248], [-1.3798, 1.9945, -0.7080], [-0.4561, 3.3482, -0.6862], [-1.4830, 4.6368, -0.4503], [-2.1428, 4.6458, 0.9114], [2.8976, 1.1877, 3.6144], [2.9568, -0.1432, 2.2815], [1.5731, -0.1508, 3.6910], [0.7639, 2.2293, 2.8653], [1.9518, 2.2956, 1.4109], [3.8245, 1.7586, -1.9835], [3.5450, 2.5048, -0.2757], [2.0940, 2.5614, -1.6006], [2.1230, -2.0626, -1.7910], [3.9152, -1.3490, -1.8204], [2.5977, -0.5584, -2.9205], [2.7442, -3.0586, 0.0962], [4.1249, -4.7643, 1.7718], [3.1492, -5.2934, 4.3390], [0.7580, -4.0347, 5.2010], [-0.6599, -2.1928, 3.4842], [-3.3661, -1.9446, -1.1958], [-4.4245, 0.5811, -2.5120], [-2.8312, 0.2060, -3.4464], [-5.5500, -1.0649, -3.8742], [-4.6735, -2.4066, -2.8829], [-3.9390, -1.8164, -4.5166], [-2.2133, 2.1348, -1.5511], [-1.9844, 1.9441, 0.3152], [0.1195, 3.5781, -1.6786], [0.3251, 3.3987, 0.1882], [-2.2998, 4.5764, -1.2986], [-0.9177, 5.6636, -0.6149], [-1.6426, 3.9858, 1.5467], [-3.1361, 4.3577, 0.7345]],
  "mulliken_charge": [-0.877, -0.221, -0.331, 1.900, 0.364, -0.826, -0.940, -1.094, -0.022, -0.069, -0.403, -0.355, -0.458, -0.224, 0.098, 0.087, 0.519, -0.114, 0.152, -0.373, -0.464, -0.935, -0.716, -0.059, -0.510, 0.014, -0.655, -0.592, 0.419, 0.209, 0.210, 0.324, 0.145, 0.382, 0.300, 0.156, 0.266, 0.398, 0.310, 0.065, 0.324, 0.326, 0.304, 0.350, 0.275, 0.362, 0.223, 0.281, 0.264, 0.255, 0.429, 0.148, 0.219, -0.001, 0.278, 0.307, 0.269, 0.307],
  "gap_ev": 6.342,
  "largest_force_ha_per_bohr": 0.1098,
  "e_tot_ha": -4899.52993,
  "charge": 1,
  "e_homo_ev": -11.0
}

Record 3
{
  "formula": "C4H9NS2",
  "method": "wB97M-V/def2-TZVPD",
  "elements": ["C", "N", "C", "C", "S", "C", "S", "H", "H", "H", "H", "H", "H", "H", "H", "H"],
  "xyz": [[2.0463, -0.7606, -0.1737], [0.8356, -0.4416, 0.6312], [-0.2935, -0.6251, -0.4233], [-1.6641, -0.2804, 0.1174], [-2.9182, -1.2477, -0.2254], [-1.6721, 1.2157, 0.7811], [-0.9394, 2.4209, -0.3855], [2.2317, -1.6826, -1.0475], [2.9458, -0.8205, 0.5471], [2.1726, 0.1363, -0.8416], [0.7976, -1.3116, 1.2229], [-0.2453, -1.6622, -0.9704], [0.1745, 0.1797, -1.1128], [-2.7140, 1.8134, 0.9293], [-1.1426, 1.4019, 1.7408], [0.3850, 1.6644, -0.7895]],
  "mulliken_charge": [-0.691, -0.339, -0.632, 0.217, -0.245, -0.485, -0.207, 0.214, 0.311, 0.252, 0.265, 0.368, 0.164, 0.323, 0.296, 0.189],
  "smiles": "CNCC(=S)CS",
  "relative_energy_kj_mol": 382.8,
  "gap_ev": 8.148,
  "largest_force_ha_per_bohr": 0.0842,
  "e_tot_ha": -1008.79747,
  "charge": 0,
  "e_homo_ev": -8.8
}

Record 4
{
  "formula": "C30H23N3O3PS2Zr",
  "method": "wB97M-V/def2-TZVPD",
  "elements": ["Zr", "O", "S", "O", "O", "C", "C", "C", "C", "C", "C", "P", "C", "C", "C", "C", "C", "C", "C", "C", "C", "C", "C", "C", "H", "H", "H", "H", "H", "H", "H", "H", "H", "H", "H", "H", "H", "H", "N", "C", "C", "C", "C", "C", "C", "S", "N", "C", "C", "C", "C", "C", "C", "N", "H", "H", "H", "H", "H", "H", "H", "H", "H"],
  "xyz": [[-0.2179, 1.1326, -0.7814], [1.8783, 1.0001, -1.3584], [2.5024, 0.5030, -0.0283], [3.7002, 1.1619, 0.4320], [1.2799, 0.7697, 0.8235], [2.6551, -1.2170, -0.0777], [4.0095, -1.5546, -0.0318], [4.3537, -2.8661, -0.1304], [3.3405, -3.7837, -0.3537], [2.0259, -3.3958, -0.5604], [1.6380, -2.0897, -0.4393], [-0.1372, -1.8044, -0.6037], [-0.7107, -2.7948, 0.8169], [-1.3084, -4.0182, 0.5542], [-1.7134, -4.8468, 1.6493], [-1.3352, -4.5300, 2.9435], [-0.6761, -3.3142, 3.1619], [-0.3751, -2.4395, 2.1222], [-0.6912, -2.6838, -2.1094], [-2.0972, -2.6723, -2.2826], [-2.7394, -3.2480, -3.3655], [-1.9607, -4.0440, -4.2218], [-0.5745, -4.0564, -4.0941], [0.0904, -3.3354, -3.0764], [4.7049, -0.7179, 0.1470], [5.4060, -3.1710, -0.0979], [3.6616, -4.7934, -0.5276], [1.2813, -4.1756, -0.7710], [-1.4788, -4.3563, -0.4532], [-2.2700, -5.7778, 1.4446], [-1.6624, -5.2291, 3.7718], [-0.5202, -3.0275, 4.1909], [0.1257, -1.4971, 2.3190], [-2.6739, -2.1260, -1.5463], [-3.7551, -3.0093, -3.5522], [-2.4229, -4.6749, -4.9722], [0.0465, -4.5829, -4.7591], [1.2010, -3.3496, -3.0170], [-0.4442, 4.6119, 1.2527], [-0.8835, 4.3909, 2.5839], [-0.9386, 5.5317, 3.3661], [-1.7801, 5.5598, 4.4559], [-2.5355, 4.4500, 4.8239], [-2.4272, 3.2802, 4.0808], [-1.5739, 3.2178, 2.9430], [-1.7504, 1.7916, 2.0042], [-0.9883, 2.4357, 0.6138], [-0.4663, 3.6425, 0.2914], [0.0469, 3.7660, -1.0811], [0.8689, 4.8895, -1.4567], [1.3799, 4.9297, -2.7653], [1.0370, 3.9067, -3.6621], [0.2125, 2.8447, -3.2672], [-0.3031, 2.7905, -1.9883], [0.1600, 5.4669, 1.1833], [-0.2555, 6.3552, 3.2037], [-1.9333, 6.5113, 4.9516], [-3.2380, 4.4890, 5.6653], [-3.0525, 2.4525, 4.2661], [1.0050, 5.7009, -0.7905], [2.0474, 5.6775, -3.1589], [1.3737, 3.8598, -4.6917], [-0.1413, 2.0636, -3.9897]],
  "mulliken_charge": [0.719, -0.543, 1.558, -0.603, -0.424, 0.539, -0.733, -0.637, -1.142, -0.407, 0.506, 0.738, 0.720, -0.295, -0.624, -0.539, -0.659, -0.486, 0.595, -0.534, -0.677, -0.547, -0.720, -0.300, 0.548, 0.447, 0.425, 0.569, 0.378, 0.403, 0.357, 0.420, 0.412, 0.403, 0.474, 0.446, 0.497, 0.437, -0.048, 0.514, -0.619, -0.581, -0.718, -0.847, 0.856, -0.043, -0.367, 0.619, 1.097, -0.591, -0.716, -0.527, -0.088, -0.485, 0.263, 0.388, 0.402, 0.404, 0.462, 0.514, 0.503, 0.464, 0.424],
  "relative_energy_kj_mol": 0.0,
  "gap_ev": 5.019,
  "largest_force_ha_per_bohr": 0.1144,
  "e_tot_ha": -2730.81079,
  "charge": 3,
  "e_homo_ev": -16.3
}